Record 1
Here is 11 unconnected molecules or ions with the total composition C46H62BBrF10N3O35 in a non-equilibrium geometry from the Open Molecules 2025 dataset. Energies are from the ωB97M-V functional and the def2-TZVPD basis.

Geometry as XYZ:
```
158
Properties=species:S:1:pos:R:3:forces:R:3:lowdin_charge:R:1
C 1.4629 4.7652 -2.2371 -0.28 -0.22 -0.19 -0.109
O 2.0877 3.5364 -2.7091 0.12 0.50 1.08 -0.259
C 2.7384 2.8338 -1.6243 0.67 -0.04 2.02 -0.235
C 1.7146 2.2309 -0.5311 -0.51 -0.09 -1.51 -0.194
C 0.4331 1.5022 -1.1978 0.96 0.88 0.41 -0.115
B -0.7647 1.3249 -0.0586 0.67 -1.05 -2.11 -0.814
O -0.5234 0.2703 0.9571 -1.11 0.08 2.40 -0.104
C -1.5336 0.6352 1.9674 0.66 0.64 -1.17 -0.282
C -1.6285 -0.2420 3.3158 0.50 0.19 -0.72 -0.123
C -0.2862 -1.0082 3.7119 0.15 0.35 0.64 -0.198
C -0.4306 -1.7338 5.1596 0.35 -0.53 -0.26 -0.176
C -0.3260 -3.3406 5.0545 -0.13 1.00 -1.85 -0.228
N 1.0827 -3.7461 5.3369 -0.01 -1.28 0.86 -0.033
C 1.2017 -5.1465 5.7688 0.56 -1.82 0.23 -0.473
N 0.7331 -6.2037 5.1517 0.40 2.47 0.73 0.092
N 1.9708 -5.3959 6.9966 -1.55 1.07 -1.56 0.089
C -1.2089 2.2119 2.0461 -0.93 0.22 -1.27 -0.632
Br 0.6589 2.4578 2.8176 0.04 -0.07 0.27 0.707
C -2.0637 3.1466 3.0077 -0.67 -0.23 -0.90 -0.214
C -3.6418 3.0982 2.7412 -0.25 0.79 0.79 -0.166
C -4.2609 4.5293 3.2355 0.62 -0.27 -0.34 -0.147
C -3.6890 5.0110 4.6469 -1.71 0.00 -0.13 -0.187
O -2.7439 6.1249 4.4368 1.91 -1.14 2.28 -0.094
C -1.8996 6.2657 5.5626 -1.29 0.12 1.96 -0.260
O -2.2787 6.1326 6.7415 1.01 0.10 -3.70 0.014
O -1.1560 2.5887 0.6412 -0.24 -0.75 3.57 -0.056
H 1.9208 5.6547 -2.7987 -0.75 -1.19 0.63 0.084
H 0.3384 4.6570 -2.4417 1.58 0.47 0.34 0.099
H 1.6195 4.9379 -1.1216 -0.21 -0.31 -1.43 0.092
H 3.4899 2.0410 -1.9828 -1.42 1.18 -0.05 0.124
H 3.3646 3.6159 -1.0605 -0.61 -1.13 -0.78 0.102
H 2.2182 1.4570 0.1535 -0.51 1.49 -0.88 0.117
H 1.3215 3.1330 0.0539 0.59 -1.51 -0.49 0.064
H 0.7228 0.4940 -1.6461 -0.27 1.11 0.58 0.093
H 0.0353 2.1343 -2.0774 0.58 -0.81 1.30 0.091
H -1.6359 0.8101 -0.7368 -1.33 0.25 -0.32 0.087
H -2.5273 0.6289 1.3728 0.97 -0.09 1.20 0.147
H -1.9657 0.4624 4.1468 0.47 -0.92 -0.92 0.107
H -2.4377 -1.0385 3.1773 0.98 1.13 0.16 0.112
H 0.6246 -0.3128 3.7993 -1.60 -0.81 -0.45 0.078
H -0.0568 -1.7512 2.8747 -0.27 0.88 1.19 0.108
H -1.4088 -1.4662 5.6741 1.16 -0.18 -0.73 0.099
H 0.4428 -1.3950 5.8271 -1.45 -0.50 -0.88 0.107
H -1.1102 -3.8970 5.6561 1.37 0.64 -0.37 0.120
H -0.5150 -3.5845 3.9407 -0.25 0.21 1.61 0.106
H 1.7053 -3.5396 4.5358 -0.66 -0.29 0.71 0.129
H 0.2533 -5.8684 4.3032 0.18 -0.25 0.36 0.029
H 1.5127 -6.1204 7.5651 0.47 0.50 -0.49 0.048
H 2.1299 -4.5292 7.5185 -0.31 -0.54 -0.28 0.074
H -1.7336 4.2326 2.8618 -0.17 -1.62 0.27 0.116
H -1.8821 2.8048 4.0802 0.02 0.60 -1.46 0.094
H -4.1333 2.2974 3.3832 0.69 0.79 -0.86 0.099
H -3.9163 2.8834 1.6583 0.47 0.44 1.39 0.122
H -3.9984 5.3233 2.4508 -0.37 -1.04 1.17 0.128
H -5.3913 4.4913 3.3213 1.41 -0.03 -0.23 0.087
H -4.5605 5.4336 5.2465 1.15 -0.56 -0.60 0.123
H -3.2292 4.1679 5.2599 -0.38 1.22 -0.92 0.128
H -0.8086 6.5451 5.3599 -1.59 -0.23 -0.38 0.158
C -1.7563 -8.5607 9.5625 -1.02 -0.48 -0.07 -0.082
C -0.3370 -8.8328 9.1732 0.31 -0.53 -0.76 -0.314
O 0.1256 -7.5661 8.7392 -0.40 0.20 0.74 0.122
C -0.5985 -6.6543 9.4473 0.11 1.34 0.07 -0.537
O -0.3072 -5.5001 9.5502 -0.22 -0.79 -0.06 0.164
O -1.6926 -7.2199 10.0290 0.50 0.21 -0.30 0.066
F -0.2755 -9.6973 8.1297 0.10 -0.07 -0.06 0.078
H -2.4418 -8.6169 8.7117 0.29 0.03 -0.16 0.150
H -2.1112 -9.2289 10.3416 -0.01 0.25 -0.16 0.123
H 0.2912 -9.1924 9.9871 -0.01 -0.06 -0.30 0.156
C 6.2166 5.4331 -2.6079 -0.65 0.66 -0.11 -0.067
C 7.2930 4.6605 -3.3013 0.61 0.09 -0.35 -0.329
O 7.5891 3.6259 -2.3861 -0.58 0.08 -0.13 0.139
C 6.4295 3.4029 -1.7050 -0.62 -1.06 0.94 -0.533
O 6.2164 2.4310 -1.0454 0.26 0.74 -0.42 0.169
O 5.5413 4.4221 -1.8761 0.66 -0.37 0.00 0.055
F 8.4083 5.4215 -3.4702 0.26 0.08 -0.06 0.059
H 6.6135 6.1808 -1.9148 0.21 -0.10 -0.10 0.143
H 5.5416 5.9272 -3.3079 -0.10 -0.22 0.11 0.143
H 6.9909 4.2283 -4.2571 0.25 0.20 0.17 0.135
C 2.6140 1.5577 -5.9785 -0.99 -0.40 0.69 -0.050
C 3.5839 1.2801 -7.0746 -0.14 0.10 -0.49 -0.328
O 4.5066 2.3435 -6.9706 0.11 -0.25 0.50 0.138
C 4.5042 2.6943 -5.6506 0.12 0.61 1.17 -0.492
O 5.3489 3.3719 -5.1372 -0.70 -0.50 -0.59 0.160
O 3.4321 2.1748 -4.9942 1.14 0.35 -0.71 0.093
F 2.9794 1.3503 -8.2892 0.12 -0.15 -0.34 0.064
H 1.8236 2.2511 -6.2790 0.15 -0.03 -0.18 0.157
H 2.1539 0.6492 -5.5915 0.15 0.19 0.18 0.134
H 4.1109 0.3264 -6.9774 -0.04 0.02 -0.20 0.173
C 6.3117 1.0566 -11.2831 0.76 0.51 0.49 -0.062
C 4.9652 1.2789 -11.8950 -0.15 0.30 -0.50 -0.316
O 4.5613 -0.0231 -12.2702 0.21 0.01 0.66 0.141
C 5.1697 -0.8617 -11.3849 -0.09 -1.36 0.26 -0.536
O 4.8595 -2.0034 -11.2189 0.22 0.80 -0.13 0.163
O 6.1715 -0.2360 -10.7062 -0.60 -0.22 -0.34 0.075
F 5.0582 2.0411 -13.0125 -0.19 0.11 -0.13 0.070
H 7.1141 1.0383 -12.0256 -0.22 0.06 -0.12 0.147
H 6.5532 1.8020 -10.5244 -0.03 -0.22 0.06 0.149
H 4.2273 1.7101 -11.2126 -0.01 0.07 -0.17 0.176
C 6.9150 4.3663 -14.8019 -0.16 -0.89 -0.44 -0.071
C 7.4288 5.7597 -14.9850 -0.37 0.55 -0.27 -0.325
O 7.2773 6.3294 -13.7009 0.36 -0.61 -0.07 0.143
C 7.3907 5.2914 -12.8253 0.09 0.01 1.56 -0.533
O 7.5827 5.4186 -11.6549 -0.20 -0.14 -0.86 0.177
O 7.2654 4.0880 -13.4527 0.17 0.58 0.12 0.056
F 6.6591 6.4525 -15.8588 0.11 0.12 -0.11 0.077
H 5.8297 4.2986 -14.9165 0.07 0.23 -0.05 0.147
H 7.3842 3.6559 -15.4836 0.04 -0.03 0.24 0.144
H 8.4775 5.8163 -15.2906 -0.10 0.13 -0.09 0.176
C 1.4897 -3.4934 -7.6972 -0.12 -0.88 -0.39 -0.065
C 2.0032 -2.1011 -7.8850 -0.37 0.58 -0.41 -0.326
O 1.8503 -1.5225 -6.6033 0.37 -0.62 -0.21 0.109
C 1.9644 -2.5607 -5.7229 0.08 -0.20 1.83 -0.527
O 2.1563 -2.4286 -4.5548 -0.16 -0.04 -0.95 0.193
O 1.8394 -3.7659 -6.3472 0.11 0.62 0.06 0.080
F 1.2333 -1.4128 -8.7620 0.12 0.13 -0.11 0.078
H 0.4044 -3.5609 -7.8126 0.07 0.26 -0.05 0.149
H 1.9597 -4.2059 -8.3761 0.06 -0.01 0.23 0.144
H 3.0524 -2.0462 -8.1904 -0.10 0.10 -0.13 0.174
C -2.5213 -2.6394 -0.2102 1.28 0.59 0.00 -0.058
C -3.4899 -2.8001 -1.3358 0.18 -0.25 -0.50 -0.313
O -4.6092 -3.3981 -0.7115 -0.01 0.49 0.45 0.131
C -4.5813 -2.9570 0.5769 -0.52 0.06 1.02 -0.536
O -5.5085 -3.0301 1.3314 0.49 -0.01 -0.48 0.143
O -3.3749 -2.4157 0.8998 -1.05 -0.39 -0.16 0.070
F -3.0104 -3.6544 -2.2751 -0.09 -0.05 -0.20 0.068
H -1.9256 -3.5401 -0.0363 -0.17 -0.08 -0.18 0.148
H -1.8446 -1.7941 -0.3564 -0.13 0.11 0.23 0.138
H -3.7902 -1.8612 -1.8092 0.04 -0.13 -0.10 0.180
C -0.6488 -7.6474 14.7939 -0.18 -0.17 0.94 -0.062
C -0.6534 -6.5624 13.7638 0.51 0.70 -0.03 -0.311
O -0.2472 -7.2354 12.5888 -0.49 -0.61 0.30 0.146
C -0.6697 -8.5186 12.7386 0.04 -0.82 -0.59 -0.491
O -0.7444 -9.3100 11.8425 0.37 0.42 1.60 0.135
O -1.0040 -8.7925 14.0290 0.08 0.17 -0.70 0.087
F 0.2625 -5.6104 14.0556 -0.09 0.10 -0.05 0.088
H 0.3377 -7.8003 15.2400 0.01 0.19 -0.17 0.149
H -1.3705 -7.4683 15.5916 -0.04 -0.20 -0.16 0.144
H -1.6304 -6.0984 13.6019 0.14 0.11 -0.05 0.182
C -7.7329 1.6991 5.5306 0.34 -0.59 0.69 -0.066
C -8.9532 2.2590 4.8694 -0.31 0.58 0.18 -0.325
O -8.4216 3.0210 3.8052 0.14 -0.65 0.10 0.141
C -7.2497 2.4103 3.4692 1.01 0.16 -1.21 -0.535
O -6.6589 2.6055 2.4516 -0.65 -0.24 0.71 0.161
O -6.8397 1.5430 4.4365 -0.35 0.35 -0.35 0.077
F -9.6227 3.0909 5.7046 -0.22 0.00 -0.01 0.074
H -7.2968 2.3865 6.2606 -0.22 0.11 -0.09 0.149
H -7.9249 0.7434 6.0198 0.16 0.00 -0.19 0.143
H -9.6378 1.5031 4.4737 -0.10 0.14 0.08 0.175
C -7.9645 -0.1789 0.1255 0.33 -0.63 0.81 -0.063
C -9.1818 0.3811 -0.5390 -0.19 0.57 0.15 -0.325
O -8.6469 1.1421 -1.6017 0.08 -0.66 0.05 0.138
C -7.4737 0.5298 -1.9343 1.15 0.18 -1.08 -0.530
O -6.8812 0.7243 -2.9514 -0.48 -0.12 0.74 0.174
O -7.0673 -0.3372 -0.9655 -0.40 0.38 -0.44 0.078
F -9.8539 1.2146 0.2947 -0.26 0.00 0.02 0.069
H -7.5297 0.5090 0.8566 -0.18 0.13 -0.11 0.137
H -8.1595 -1.1343 0.6147 0.21 -0.03 -0.20 0.144
H -9.8659 -0.3746 -0.9361 -0.12 0.15 0.09 0.173
```
Forces are in eV/Å.

**DFT total energy**: -222733.9693 eV
**Total charge**: -1
**HOMO level**: -4.2 eV
**2S+1**: 1

***

Record 2
Here is C17H30I2N2O4 in the gas phase in a non-equilibrium geometry from the Open Molecules 2025 dataset. Energies are from the ωB97M-V functional and the def2-TZVPD basis.

Geometry as XYZ:
```
55
Properties=species:S:1:pos:R:3:forces:R:3:lowdin_charge:R:1
C 4.0148 -3.4455 -0.9536 -0.02 0.73 0.81 0.011
C 3.3895 -3.0024 -2.2456 0.38 1.50 2.73 -0.570
O 3.3499 -3.7072 -3.1536 -0.34 -2.78 -3.82 0.183
O 2.8788 -1.7245 -2.3445 -0.21 0.65 0.92 -0.028
C 1.4533 -1.6626 -2.3190 -0.17 -0.39 0.18 -0.172
C 0.8795 -1.5072 -0.8830 0.80 0.68 0.51 -0.708
I 0.2462 -3.5444 -0.2672 0.05 -0.23 0.07 0.923
C 1.8231 -0.8867 0.1832 0.16 -0.37 -0.27 -0.137
C 1.2342 0.5635 0.4356 0.58 -2.62 0.09 -0.300
C 1.8034 1.3388 -0.7621 0.00 1.38 1.24 -0.097
C 1.4961 2.8492 -0.8054 -0.42 0.29 -1.56 -0.243
N 1.3622 3.2338 -2.2407 0.41 -0.22 0.36 -0.007
C 1.8347 0.8807 1.8164 -0.69 0.12 -0.31 -0.142
C 1.2404 2.0905 2.5029 3.26 -2.82 1.32 -0.844
O 0.4690 2.8051 2.0872 -3.21 3.17 -1.69 0.077
I 1.9741 2.4002 4.5500 0.16 -0.14 0.16 0.727
C -0.2635 0.1299 0.3601 -0.28 0.88 -0.94 -0.341
C -0.7467 -0.6935 1.5647 0.07 0.31 0.81 -0.182
N -1.0933 0.1697 2.7264 0.35 -0.33 -0.48 0.051
C -1.2933 1.1988 -0.0236 -0.50 -0.41 0.30 -0.085
C -2.6464 0.6609 -0.5387 -0.12 0.29 0.65 -0.141
C -3.6785 0.2509 0.5483 -1.19 -0.41 -1.05 -0.408
C -4.9586 1.1016 0.3414 0.95 -0.01 0.08 -0.086
C -4.1097 -1.2101 0.2935 0.40 0.22 0.14 -0.084
O -0.2176 -0.6839 -0.8431 -0.45 -0.62 -0.48 -0.118
H 5.0233 -3.0463 -0.8349 0.00 0.09 -0.15 0.096
H 4.0616 -4.5261 -0.8966 -0.02 -0.08 -0.29 0.091
H 3.4341 -3.0906 -0.1037 0.02 0.05 0.03 0.045
H 1.1084 -0.8154 -2.9056 0.20 0.12 -0.08 0.135
H 1.0821 -2.5864 -2.7550 -0.21 0.15 -0.27 0.085
H 2.8698 -0.7910 -0.0993 -0.09 -0.23 -0.35 0.118
H 1.7999 -1.5735 1.0282 0.03 0.47 0.33 0.073
H 2.8896 1.2498 -0.6802 0.03 -0.11 -0.15 0.127
H 1.5381 0.9078 -1.7201 -0.27 -0.08 0.07 0.108
H 2.3055 3.4647 -0.4169 0.03 -0.20 0.35 0.115
H 0.5708 3.1259 -0.3063 0.24 -0.17 0.45 0.083
H 0.3958 3.1536 -2.5293 0.07 0.22 -0.13 0.058
H 1.7073 4.1698 -2.4029 -0.31 0.02 -0.06 0.057
H 2.9203 0.9324 1.7230 0.02 0.32 0.24 0.136
H 1.6294 0.0272 2.4624 0.12 0.09 0.24 0.101
H -1.6118 -1.2840 1.2879 -0.04 0.01 -0.28 0.090
H 0.0030 -1.4064 1.9088 0.01 -0.10 -0.35 0.082
H -0.3883 0.0121 3.4363 -0.29 0.14 0.27 0.058
H -1.9860 -0.1208 3.1017 0.07 0.07 0.15 0.072
H -0.9012 1.8498 -0.7984 0.27 -0.01 0.05 0.103
H -1.5069 1.7735 0.8760 0.17 0.31 -0.10 0.112
H -2.5566 -0.1632 -1.2455 0.34 0.05 -0.02 0.112
H -3.1004 1.4836 -1.0954 0.10 0.03 -0.08 0.106
H -3.3465 0.4227 1.5697 0.31 -0.10 -0.03 0.106
H -5.2323 1.0412 -0.7119 -0.18 0.00 -0.02 0.076
H -4.6937 2.1391 0.5557 -0.42 0.08 0.12 0.079
H -5.7899 0.7438 0.9465 -0.02 0.19 0.12 0.075
H -4.7434 -1.6106 1.0856 -0.03 0.00 -0.02 0.078
H -3.2574 -1.8751 0.1362 -0.01 -0.07 0.17 0.058
H -4.6664 -1.2134 -0.6456 -0.12 -0.14 0.03 0.082
```
Forces are in eV/Å.

**Relative energy (zero: lowest compared OMol25 entry of this formula, charge and spin)**: 0.0 kcal/mol
**DFT total energy**: -45486.1061 eV
**HOMO level**: -9.4 eV
**SMILES**: CC(=O)OC[C@@]1(I)C[C@](CCN)(CC(=O)I)[C@@](CN)(CCC(C)C)O1
**2S+1**: 1